# C2H4N4O2

An isolated molecule of C2H4N4O2 (the ωB97M-V functional and the def2-TZVPD basis, the Open Molecules 2025 dataset).

SMILES = [H]/N=C(N=C)/N=[N+](/[O-])O
relative energy (zero: lowest compared OMol25 entry of this formula, charge and spin) = 5.4708 eV
HOMO-LUMO gap = 9.5 eV
energy = -12188.0169 eV
maximum force = 6.38 eV/A
HOMO level = -10.364 eV

XYZ file:
```
12
Properties=species:S:1:pos:R:3:mulliken_charge:R:1
O -0.1562 -0.9205 2.3243 -0.500
O -1.4226 -2.4640 1.3002 -0.626
N 0.8342 1.0766 1.0457 -0.618
N -0.6842 -0.8373 0.1025 -0.533
N -0.7913 -1.4619 1.1662 0.938
N 0.6695 0.8790 -1.2285 -0.413
C -0.0814 0.5688 -2.2084 -0.259
C 0.2768 0.6012 0.0003 0.705
H -0.8592 -0.0467 -2.0612 0.371
H 1.5154 1.7508 0.7277 0.275
H 0.2002 1.0449 -3.2461 0.214
H 0.4987 -0.1908 2.0774 0.444
```

=====

# C5H31N2O10

A cluster of 10 separate species, C5H31N2O10 in total (the ωB97M-V functional and the def2-TZVPD basis, the Open Molecules 2025 dataset).

relative energy (zero: lowest compared OMol25 entry of this formula, charge and spin) = 6.4630 eV
HOMO-LUMO gap = 8.1 eV
energy = -29134.2015 eV
total charge = +1
maximum force = 7.10 eV/A
HOMO level = -10.436 eV

XYZ file:
```
48
Properties=species:S:1:pos:R:3:mulliken_charge:R:1
O 1.8695 -1.9244 0.8258 -0.561
O 3.5989 -0.5109 -1.4115 -0.622
O 2.9513 1.4990 0.0580 -0.539
O -3.8633 -0.4197 -0.4732 -0.609
O 1.7438 0.9647 -4.1318 -0.627
O -2.8525 0.4828 1.9980 -0.606
O -0.8951 -0.7928 -3.7807 -0.567
O 1.7333 2.6806 2.4837 -0.568
O -0.5918 1.8182 3.1926 -0.641
O -2.4937 -2.6330 2.4949 -0.628
N 0.4543 0.2810 1.2440 0.358
N -0.3855 2.6754 -0.0680 -0.220
C 1.1756 -2.3503 -0.3547 -0.480
C -0.9811 1.4994 -0.3124 -0.704
C -0.4925 0.2438 0.0006 0.002
C -0.2895 -2.2597 -0.0165 -0.921
C -0.8419 -0.9483 -0.6872 0.849
H 2.6319 0.5379 -4.2258 0.308
H -0.7085 2.7249 2.9387 0.334
H 0.4971 2.9620 0.0776 0.129
H -0.6368 -3.1448 -0.4757 0.488
H 0.5002 -0.5699 1.6063 0.491
H -3.5633 -0.5078 -1.4460 0.380
H -2.3836 -0.3118 1.6764 0.264
H -0.5330 -2.2825 1.0950 0.236
H -0.5119 -0.8477 -1.7845 -0.036
H -0.3213 -0.1782 -4.2145 0.243
H -2.2517 -1.8816 3.0822 0.321
H -1.9793 -1.0741 -0.9441 -0.397
H 3.3025 -1.3982 -1.7229 0.373
H -4.4133 -1.1757 -0.2748 0.289
H 2.1047 3.4730 2.8762 0.281
H -1.9012 1.5873 -0.9947 0.321
H 4.4179 -0.6878 -1.0107 0.284
H 3.3557 0.9053 -0.5114 0.227
H -3.4240 -2.7563 2.5380 0.293
H -3.8072 0.4898 1.6743 0.274
H 1.3886 -3.4767 -0.5833 0.332
H -1.3548 -1.2993 -4.4337 0.258
H 0.1095 0.9506 2.0348 0.286
H -1.4804 1.4220 3.1448 0.318
H 1.4431 0.5528 0.8201 0.202
H 1.7783 2.6199 1.6015 0.170
H 1.5350 -2.6859 1.4544 0.363
H 1.5924 -1.7210 -1.1262 0.151
H 1.9284 1.9749 -4.0092 0.321
H -0.8844 3.5709 -0.3271 0.268
H 3.7301 1.9224 0.4024 0.310
```

=====

# H8NPSi2

A structure of composition H8NPSi2 (the ωB97M-V functional and the def2-TZVPD basis, the Open Molecules 2025 dataset).

relative energy (zero: lowest compared OMol25 entry of this formula, charge and spin) = 0.0000 eV
HOMO-LUMO gap = 9.6 eV
energy = -26662.3586 eV
maximum force = 3.44 eV/A
HOMO level = -8.868 eV

XYZ file:
```
12
Properties=species:S:1:pos:R:3:mulliken_charge:R:1
P 0.1277 -1.8606 -0.1356 -0.110
Si -1.5651 0.6361 -0.0845 0.317
Si 1.5965 0.6279 -0.1538 0.308
N 0.0003 -0.1487 0.2358 0.010
H 2.2192 0.4164 1.1142 -0.093
H 1.7722 2.0861 -0.5798 -0.097
H -1.1853 2.0570 0.5656 -0.092
H 2.0049 -0.1242 -1.2599 -0.105
H -1.6460 0.4770 -1.6303 -0.075
H -1.0848 -2.2011 0.5314 0.036
H 0.6402 -2.2504 1.0273 0.037
H -2.8799 0.2845 0.3697 -0.136
```

=====

# C9H12O8

A cluster of 2 separate species, C9H12O8 in total (the ωB97M-V functional and the def2-TZVPD basis, the Open Molecules 2025 dataset).

SMILES = O=C(O)CC[C@H]1COC(=O)O1.O=C1OCCO1
HOMO-LUMO gap = 10.8 eV
energy = -25907.2308 eV
maximum force = 5.47 eV/A
HOMO level = -10.343 eV

XYZ file:
```
29
Properties=species:S:1:pos:R:3:mulliken_charge:R:1
O -4.2229 2.8351 -2.3317 -0.433
O 2.4428 1.9460 0.0192 -0.529
O 1.2110 -3.2631 0.1249 -0.310
O -2.6748 2.7133 -0.6946 -0.369
O -4.3345 1.2695 -0.7307 -0.380
O 2.5649 -2.0597 1.4426 -0.313
O 1.0841 0.5769 -1.0166 -0.418
O 0.4217 -1.4217 1.1605 -0.506
C 1.3113 -2.1739 0.9327 0.635
C -3.8028 2.3613 -1.3897 0.605
C 2.5286 -3.7724 -0.0793 -0.319
C -1.9553 1.4768 -0.4827 0.292
C -1.0552 1.7789 0.7252 -0.759
C 3.2716 -3.2588 1.1285 -0.309
C 1.3323 1.6847 -0.2354 0.498
C -3.1698 0.5285 -0.3095 -0.526
C 0.1937 2.5588 0.2494 -0.610
H 4.3188 -3.0483 0.9214 0.292
H -1.3880 1.1484 -1.3639 0.322
H 0.5874 3.1455 1.0864 0.299
H 2.5196 -4.8589 -0.1380 0.291
H -0.0536 3.2830 -0.5407 0.372
H -3.0642 -0.3086 -1.0158 0.248
H -3.3890 0.1081 0.6785 0.296
H 3.2081 -3.9395 1.9804 0.272
H -1.6260 2.4736 1.3589 0.394
H 1.6412 0.6875 -1.8008 0.316
H 2.9216 -3.3696 -1.0154 0.247
H -0.8224 0.8985 1.3364 0.403
```